# 1
65
Properties=species:S:1:pos:R:3 method="wB97M-V/def2-TZVPD" de_lowest_kcal_mol=0.0 smiles="Cc1ccc(C(c2ccc(C)cc2)[C@@H](C)/C=[N+]2/C(C)(C)N=C(SCC#N)C2(C)C)cc1" multiplicity=1 homo_lumo_gap_ha=0.277 homo_energy_ev=-11.32 total_charge=+1
C -4.535 5.096 -1.511
C -4.052 3.710 -1.220
C -4.281 3.117 0.028
C -3.714 1.885 0.333
C -2.888 1.227 -0.595
C -2.053 0.018 -0.118
C -1.594 -0.889 -1.265
C -2.054 -2.205 -1.283
C -1.706 -3.057 -2.326
C -0.905 -2.596 -3.372
C -0.503 -3.537 -4.469
C -0.456 -1.274 -3.365
C -0.735 -0.439 -2.273
C -0.922 0.428 0.792
C -1.416 0.966 2.135
C -0.023 -0.730 1.094
N 1.279 -0.660 1.253
C 2.055 -1.854 1.672
C 1.758 -3.056 0.789
C 1.796 -2.207 3.129
N 3.476 -1.432 1.528
C 3.539 -0.163 1.318
S 5.036 0.718 1.304
C 6.025 -0.657 2.137
C 7.474 -0.340 2.113
N 8.604 -0.060 2.078
C 2.158 0.533 1.172
C 1.966 1.462 2.364
C 2.043 1.258 -0.169
C -2.851 1.722 -1.905
C -3.379 2.977 -2.195
H -4.152 5.438 -2.476
H -5.628 5.126 -1.554
H -4.222 5.812 -0.742
H -4.894 3.639 0.763
H -3.911 1.430 1.306
H -2.742 -0.598 0.481
H -2.702 -2.567 -0.480
H -2.066 -4.087 -2.340
H -0.254 -2.988 -5.380
H 0.372 -4.139 -4.190
H -1.319 -4.232 -4.689
H 0.109 -0.890 -4.218
H -0.343 0.582 -2.249
H -0.356 1.231 0.292
H -1.842 1.966 2.018
H -2.181 0.297 2.546
H -0.615 1.042 2.882
H -0.487 -1.697 1.314
H 2.488 -3.839 1.033
H 0.747 -3.430 0.981
H 1.859 -2.786 -0.270
H 2.481 -3.017 3.409
H 1.991 -1.349 3.785
H 0.764 -2.548 3.259
H 5.678 -0.716 3.180
H 5.817 -1.593 1.602
H 2.752 2.226 2.332
H 0.989 1.958 2.328
H 2.074 0.905 3.308
H 2.969 1.827 -0.329
H 1.933 0.536 -0.990
H 1.206 1.969 -0.172
H -2.405 1.139 -2.711
H -3.253 3.391 -3.199

***

# 2
81
Properties=species:S:1:pos:R:3 method="wB97M-V/def2-TZVPD" de_lowest_kcal_mol=0.0 multiplicity=2 homo_lumo_gap_ha="0.171 / 0.171" homo_energy_ev="-1.45 / -1.45" total_charge=-2 s_squared=0.7976
O 0.501 -0.103 1.153
V -0.079 -1.344 0.338
C -3.822 -3.704 0.105
C -4.967 -3.662 0.887
C -5.060 -2.688 2.101
O -6.052 -2.603 2.896
C -3.958 -1.901 2.360
C -2.748 -1.900 1.576
C -2.654 -2.889 0.414
O -1.584 -2.906 -0.194
O -1.710 -1.197 1.726
O -5.918 -4.514 0.563
H -3.789 -4.513 -0.610
H -3.878 -1.358 3.290
C 2.947 -3.672 2.731
C 2.612 -2.691 1.876
C 3.662 -1.652 1.490
O 3.357 -0.666 0.696
C 4.958 -1.798 1.889
C 5.396 -2.901 2.708
C 4.305 -3.903 3.207
O 4.711 -4.870 3.832
O 6.586 -3.147 3.009
O 1.375 -2.677 1.530
H 2.174 -4.354 3.053
H 5.709 -1.066 1.633
C -1.634 4.215 2.229
C -1.421 2.834 2.768
O -1.538 1.851 2.005
C -1.142 2.739 4.284
H -1.798 4.244 1.152
H -0.666 4.717 2.223
H -2.350 4.825 2.780
H -1.385 1.711 4.554
H -1.619 3.566 4.810
H -0.069 2.826 4.455
C -4.842 -0.207 -0.867
C -4.338 -0.666 -2.282
C -3.334 0.367 -2.833
S -2.332 0.857 -1.351
O -1.834 2.203 -1.410
O -1.383 -0.202 -0.944
C -3.827 0.820 -0.278
H -4.973 -1.002 -0.133
H -5.795 0.320 -0.912
H -5.205 -0.799 -2.929
H -3.867 -1.634 -2.108
H -3.845 1.265 -3.178
H -2.690 0.238 -3.703
H -4.184 1.839 -0.424
H -3.457 0.600 0.724
C 2.240 -1.109 -4.872
C 3.316 -0.551 -3.869
C 3.462 -1.536 -2.711
S 1.859 -2.366 -2.475
O 1.141 -1.767 -1.324
O 1.895 -3.804 -2.671
C 1.079 -1.601 -4.004
H 2.705 -1.962 -5.366
H 1.862 -0.412 -5.620
H 2.971 0.426 -3.531
H 4.262 -0.519 -4.409
H 3.742 -0.989 -1.812
H 4.175 -2.329 -2.938
H 0.529 -0.713 -3.693
H 0.457 -2.362 -4.475
C 1.642 4.411 1.026
C 3.095 4.212 0.558
C 3.277 2.771 0.071
S 1.875 2.498 -1.106
O 1.289 1.170 -1.016
O 2.308 3.084 -2.388
C 0.829 3.821 -0.185
H 1.297 5.424 1.236
H 1.461 3.742 1.867
H 3.821 4.447 1.337
H 3.307 4.961 -0.206
H 3.019 2.084 0.877
H 4.152 2.375 -0.443
H -0.025 3.250 0.181
H 0.413 4.497 -0.932

***

# 3
85
Properties=species:S:1:pos:R:3 method="wB97M-V/def2-TZVPD" multiplicity=1 homo_lumo_gap_ha=0.240 homo_energy_ev=-13.53 total_charge=+2
W -0.923 -0.158 0.307
C 5.327 -1.281 1.927
C 4.544 -2.501 1.462
N 3.121 -2.408 1.855
C 2.775 -2.995 3.164
C 2.388 -4.466 3.041
C 2.235 -1.825 1.078
S 0.577 -1.853 1.574
N 2.707 -1.308 -0.077
C 2.009 -0.637 -0.928
O 0.765 -0.288 -0.816
C 2.679 -0.182 -2.168
C 4.073 -0.159 -2.231
C 4.707 0.352 -3.352
C 3.957 0.822 -4.422
C 2.569 0.756 -4.381
C 1.930 0.262 -3.255
H 6.374 -1.380 1.641
H 5.279 -1.173 3.012
H 4.922 -0.374 1.473
H 4.937 -3.405 1.924
H 4.602 -2.604 0.385
H 1.956 -2.426 3.599
H 3.646 -2.886 3.807
H 1.489 -4.577 2.433
H 2.187 -4.875 4.031
H 3.193 -5.048 2.591
H 4.642 -0.529 -1.388
H 5.789 0.390 -3.389
H 4.454 1.231 -5.293
H 1.988 1.087 -5.234
H 0.853 0.194 -3.227
Cl 0.482 4.769 4.727
C -0.333 3.710 3.663
C -1.741 3.733 3.584
Cl -2.634 4.809 4.558
C -2.416 2.887 2.705
Cl -4.118 2.884 2.543
C -1.663 2.024 1.938
O -2.125 1.188 0.998
C -0.285 1.981 2.038
O 0.244 1.055 1.214
C 0.407 2.829 2.879
Cl 2.119 2.765 2.925
C -5.540 -1.451 -2.984
N -4.953 -0.897 -1.760
C -5.692 0.126 -1.015
C -3.699 -1.180 -1.386
N -3.068 -0.590 -0.428
N -3.057 -2.178 -2.093
C -1.830 -2.680 -1.752
N -1.509 -3.843 -2.346
N -1.027 -2.055 -0.957
H -6.424 -0.873 -3.230
H -5.853 -2.490 -2.856
H -4.854 -1.367 -3.828
H -6.735 0.087 -1.308
H -5.302 1.124 -1.225
H -5.650 -0.068 0.058
H -3.665 0.044 0.083
H -3.608 -2.708 -2.743
H -2.174 -4.370 -2.884
H -0.628 -4.288 -2.163
H -0.175 -2.576 -0.825
F -0.994 -0.134 3.849
C -2.245 -0.622 3.976
F -2.183 -1.720 4.722
F -2.976 0.302 4.579
C -2.826 -0.947 2.571
O -3.999 -0.888 2.381
O -1.896 -1.288 1.668
C 1.804 2.749 -0.844
As -0.073 2.691 -1.322
C -1.009 4.164 -0.475
C 0.149 3.566 -3.037
S -1.395 1.064 -1.896
H 1.947 3.750 -0.437
H 2.358 2.625 -1.767
H 2.091 2.007 -0.111
H -0.624 5.059 -0.953
H -0.864 4.224 0.599
H -2.066 4.054 -0.703
H 0.735 4.472 -2.906
H -0.831 3.815 -3.436
H 0.653 2.899 -3.732

***

# 4
77
Properties=species:S:1:pos:R:3 method="wB97M-V/def2-TZVPD" de_lowest_kcal_mol=32.7 multiplicity=1 homo_lumo_gap_ha="0.247 / 0.248" homo_energy_ev="-10.28 / -10.29" total_charge=+1
W 0.056 -0.611 0.046
Cl 0.145 -2.751 -1.034
C -1.045 -3.854 -0.344
C -1.088 -5.157 -0.802
C -2.055 -5.979 -0.248
C -2.931 -5.492 0.718
C -2.844 -4.178 1.139
Cl -3.947 -3.588 2.332
C -1.877 -3.320 0.606
S -1.670 -1.645 1.102
H -0.402 -5.513 -1.557
H -2.134 -7.008 -0.569
H -3.689 -6.133 1.145
O 2.193 5.247 -1.636
C 1.924 3.969 -1.369
C 2.748 2.903 -1.727
C 2.382 1.620 -1.391
N 1.257 1.316 -0.714
C 0.473 2.367 -0.456
Br -1.190 1.809 0.248
C 0.722 3.686 -0.718
H 3.032 5.339 -2.106
H 3.670 3.063 -2.270
H 3.010 0.798 -1.689
H 0.016 4.464 -0.470
C 4.012 -0.438 0.336
Si 2.509 -1.434 -0.285
C 2.988 -3.151 0.350
C 2.572 -1.439 -2.213
C 3.764 -1.907 -2.773
C 3.973 -1.946 -4.145
C 2.973 -1.506 -4.995
C 1.781 -1.038 -4.460
C 1.547 -0.990 -3.084
Si -0.164 -0.314 -2.528
C -1.557 -1.283 -3.348
C -0.401 1.405 -3.279
H 4.875 -0.728 -0.273
H 4.244 -0.757 1.356
H 3.974 0.649 0.334
H 3.761 -3.574 -0.298
H 2.177 -3.877 0.395
H 3.423 -3.080 1.350
H 4.562 -2.257 -2.124
H 4.908 -2.319 -4.542
H 3.116 -1.529 -6.067
H 1.009 -0.701 -5.145
H -1.401 -1.308 -4.430
H -2.501 -0.760 -3.168
H -1.677 -2.311 -3.008
H -0.447 1.294 -4.366
H 0.375 2.142 -3.074
H -1.365 1.819 -2.969
C 1.675 1.239 2.326
N 2.147 1.518 3.663
C 1.005 1.884 4.502
N 0.019 0.807 4.553
C -0.453 0.530 3.216
N 0.661 0.126 2.272
C 1.328 -1.072 2.926
N 1.794 -0.795 4.263
C 2.756 0.305 4.215
C 0.659 -0.392 5.094
H 2.507 0.955 1.690
H 1.208 2.143 1.934
H 0.535 2.784 4.100
H 1.357 2.096 5.512
H -0.927 1.428 2.828
H -1.180 -0.279 3.245
H 2.170 -1.359 2.301
H 0.603 -1.885 2.939
H 3.606 0.014 3.596
H 3.115 0.514 5.223
H 1.007 -0.188 6.107
H -0.069 -1.204 5.131
I -4.342 0.104 -0.002
I -6.197 1.835 -0.760

***

# 5
70
Properties=species:S:1:pos:R:3 method="wB97M-V/def2-TZVPD" de_lowest_kcal_mol=3.9 multiplicity=4 homo_lumo_gap_ha="0.244 / 0.155" homo_energy_ev="-12.75 / -13.21" total_charge=+2 s_squared=3.7971
Re -0.078 -1.145 -0.679
C -1.107 -0.337 -3.124
C -1.270 0.844 -2.466
C -2.556 1.374 -1.923
C -3.451 0.295 -1.280
C -2.740 -0.682 -0.438
C -2.059 -1.854 -0.951
C -2.590 -2.284 -2.343
C -2.142 -1.361 -3.488
C 1.462 -1.980 0.423
H -0.160 -0.449 -3.659
H -0.492 1.609 -2.593
H -3.138 1.860 -2.729
H -2.343 2.166 -1.190
H -4.178 0.816 -0.635
H -4.042 -0.198 -2.063
H -3.045 -0.693 0.609
H -2.039 -2.714 -0.260
H -3.687 -2.304 -2.311
H -2.283 -3.309 -2.553
H -1.717 -1.995 -4.278
H -3.020 -0.876 -3.937
H 2.280 -2.241 -0.263
H 1.080 -2.912 0.871
H 1.891 -1.370 1.226
P -0.557 -0.078 1.445
P 1.231 0.872 -0.638
N -1.899 -1.061 2.515
N 0.405 -0.056 3.001
N 1.918 1.271 -2.346
N 2.855 1.275 0.059
C -0.769 1.702 1.132
C 0.276 2.227 0.109
C -1.820 -2.443 2.638
C -2.922 -2.916 3.350
C -3.706 -1.777 3.701
C -3.047 -0.658 3.175
C 0.961 -1.225 3.536
C 1.110 -1.075 4.907
C 0.567 0.198 5.255
C 0.111 0.784 4.079
C 2.478 0.274 -3.143
C 3.142 0.864 -4.211
C 2.935 2.273 -4.100
C 2.193 2.490 -2.938
C 3.363 2.571 -0.056
C 4.736 2.536 0.139
C 5.097 1.168 0.351
C 3.931 0.410 0.263
H -0.705 2.258 2.074
H -1.795 1.841 0.764
H -0.190 2.772 -0.722
H 0.948 2.936 0.607
H -0.989 -2.992 2.219
H -3.111 -3.956 3.585
H -4.626 -1.779 4.272
H -3.307 0.390 3.231
H 1.246 -2.046 2.901
H 1.540 -1.814 5.570
H 0.497 0.621 6.247
H -0.369 1.737 3.919
H 2.330 -0.768 -2.891
H 3.711 0.333 -4.961
H 3.292 3.034 -4.778
H 1.837 3.409 -2.494
H 2.701 3.408 -0.235
H 5.383 3.402 0.100
H 6.095 0.791 0.528
H 3.765 -0.655 0.350
Br 0.578 -2.807 -2.474

***

# 6
81
Properties=species:S:1:pos:R:3 method="wB97M-V/def2-TZVPD" de_lowest_kcal_mol=39.2 smiles="C[N+](=O)[O-].c1ccncc1.c1ccncc1.c1ccncc1.c1ccncc1.ClCCl.ClCCl.ClCCl.ClCCl.ClCCl.ClCCl" multiplicity=1 homo_lumo_gap_ha=0.352 homo_energy_ev=-9.57 total_charge=0
C -2.556 -4.375 5.302
N -1.312 -3.699 5.770
O -0.655 -3.034 4.963
O -0.995 -3.728 6.942
H -2.282 -5.416 5.129
H -2.906 -3.963 4.356
H -3.274 -4.187 6.101
C -4.164 0.982 3.737
C -5.239 0.133 3.908
C -5.730 -0.096 5.153
N -5.333 0.587 6.249
C -4.367 1.502 6.048
C -3.734 1.752 4.831
H -3.633 1.096 2.804
H -5.443 -0.491 3.051
H -6.460 -0.835 5.450
H -3.990 2.069 6.887
H -2.867 2.395 4.799
C 5.539 -2.400 6.342
C 6.395 -3.299 7.030
C 7.683 -3.510 6.488
N 8.147 -2.927 5.376
C 7.285 -2.122 4.745
C 6.023 -1.797 5.234
H 4.541 -2.179 6.688
H 6.000 -3.782 7.911
H 8.394 -4.223 6.878
H 7.591 -1.753 3.777
H 5.482 -1.015 4.721
C 3.837 -0.024 -6.873
C 4.433 0.181 -8.118
C 5.798 0.449 -8.159
N 6.570 0.387 -7.044
C 5.993 0.187 -5.838
C 4.619 0.014 -5.685
H 2.769 -0.182 -6.864
H 3.722 0.292 -8.923
H 6.295 0.611 -9.104
H 6.683 -0.001 -5.029
H 4.248 -0.168 -4.687
C 0.552 0.434 -0.290
C 0.415 1.480 -1.173
C -0.300 1.249 -2.425
N -0.770 0.035 -2.765
C -0.691 -0.936 -1.820
C -0.010 -0.764 -0.621
H 1.053 0.578 0.655
H 0.845 2.443 -0.938
H -0.424 2.049 -3.141
H -0.970 -1.956 -2.035
H 0.065 -1.591 0.070
Cl -1.734 6.535 1.215
C -3.192 6.789 0.259
Cl -3.828 5.266 -0.535
H -3.965 7.184 0.918
H -2.982 7.468 -0.567
Cl 0.136 8.051 -3.652
C -0.126 9.731 -3.956
Cl -0.104 10.547 -2.385
H 0.733 10.110 -4.511
H -1.081 9.880 -4.458
Cl 5.512 2.888 0.706
C 4.997 4.377 1.518
Cl 4.757 5.564 0.196
H 4.084 4.228 2.094
H 5.763 4.704 2.222
Cl -6.659 0.259 -3.537
C -5.735 -0.391 -4.956
Cl -6.651 -0.509 -6.474
H -4.925 0.322 -5.114
H -5.140 -1.260 -4.677
Cl -0.885 -7.407 -7.418
C -0.967 -6.323 -6.046
Cl -2.705 -5.968 -5.718
H -0.444 -6.643 -5.145
H -0.603 -5.328 -6.300
Cl -5.967 -4.741 -0.419
C -7.534 -5.363 0.004
Cl -7.889 -4.974 1.662
H -8.318 -5.005 -0.664
H -7.416 -6.438 -0.129